Arrangement P

This record from OMol25 describes a gas-phase ion, C5H8N3O2 (charge +1). The level of theory is ωB97M-V with the def2-TZVPD basis set.

## Properties
2S+1: 1
HOMO level, eV: -15.188
Net charge: +1
LUMO, eV: -5.0

Last column: natural (NBO) charge in e.
Atoms and positions in Å:
1 C 1.114 0.737 -0.859  0.096
2 C 1.009 -0.273 -0.056  -0.022
3 C -1.360 0.315 0.245  0.360
4 C -0.181 -0.262 0.903  -0.519
5 C 1.745 -1.513 -0.037  -0.665
6 N -1.399 1.454 -0.302  -0.182
7 N -2.504 -0.523 -0.151  0.518
8 N -0.177 2.116 -0.146  -0.503
9 O -3.583 -0.222 0.222  -0.265
10 O -2.138 -1.321 -0.966  -0.338
11 H 1.667 1.318 -1.585  0.268
12 H -0.379 -1.381 1.043  0.294
13 H 0.073 0.261 1.787  0.272
14 H 1.482 -2.184 0.892  0.251
15 H 2.811 -1.490 -0.035  0.270
16 H 1.452 -2.107 -0.943  0.283
17 H 0.428 2.057 0.686  0.424
18 H -0.060 3.018 -0.697  0.458

---

Arrangement Q

This record from OMol25 describes a gas-phase ion, C5H8N3O2 (charge +1). The level of theory is ωB97M-V with the def2-TZVPD basis set.

## Properties
2S+1: 1
SMILES: C[N+]1(C)N=CC=C1[N+](=O)[O-]
HOMO level (alpha / beta), eV: -16.020 / -16.020
Net charge: +1
LUMO (alpha / beta), eV: -5.8 / -5.8

Last column: natural (NBO) charge in e.
Atoms and positions in Å:
1 C 0.925 -1.064 1.069  -0.418
2 N 0.184 0.112 0.490  -0.146
3 C 1.020 1.238 0.372  -0.478
4 N -0.913 0.499 1.381  -0.164
5 C -2.008 0.486 0.685  0.088
6 C -1.773 -0.066 -0.667  -0.184
7 C -0.477 -0.243 -0.781  0.223
8 N 0.344 -0.700 -1.896  0.527
9 O -0.328 -0.927 -2.857  -0.291
10 O 1.515 -0.674 -1.747  -0.328
11 H 1.503 -0.742 2.005  0.266
12 H 0.117 -1.760 1.299  0.239
13 H 1.669 -1.475 0.335  0.272
14 H 1.371 1.681 1.313  0.277
15 H 1.798 1.139 -0.467  0.282
16 H 0.549 2.049 -0.258  0.251
17 H -2.958 0.594 1.216  0.274
18 H -2.539 -0.146 -1.491  0.309

---

Arrangement R

This record from OMol25 describes a molecular structure, C5H8N3O2. The level of theory is ωB97M-V with the def2-TZVPD basis set.

## Properties
2S+1: 1
HOMO level, eV: -12.902
Net charge: +1
LUMO, eV: -3.2

Last column: natural (NBO) charge in e.
Atoms and positions in Å:
1 C 1.797 1.194 -0.197  -0.358
2 C 0.514 1.811 -0.370  0.038
3 C -1.251 -1.030 0.163  0.276
4 C 1.670 -0.139 0.236  0.388
5 C -2.169 0.277 -0.231  0.372
6 N -0.397 0.905 -0.275  -0.202
7 N 0.126 -0.259 0.175  -0.261
8 N 2.557 -1.118 0.525  -0.816
9 O -1.257 -2.059 -0.698  -0.691
10 O -2.915 0.799 0.656  -0.615
11 H 2.760 1.725 -0.423  0.264
12 H 0.433 2.776 -0.656  0.234
13 H -1.423 -1.217 1.247  0.202
14 H -2.673 0.568 -1.251  0.257
15 H 3.411 -0.747 0.929  0.436
16 H 2.407 -1.974 0.015  0.423
17 H -0.723 -2.165 -1.450  0.524
18 H -2.869 0.654 1.605  0.528

---

Stability summary - winner: arrangement R; margin: 214.4 kJ/mol.

---

Arrangement P

This record from OMol25 describes 10 unconnected molecules or ions with the total composition C31H88N6O10. The level of theory is ωB97M-V with the def2-TZVPD basis set.

## Properties
2S+1: 1
SMILES: COC[C@H](C)N.COC[C@H](C)N.COC[C@H](C)N.COC[C@H](C)N.COC[C@H](C)N.COC[C@H](C)N.CCO.CCO.CCO.CO
HOMO level, eV: -8.728
LUMO, eV: 0.5

Last column: Mulliken charge in e.
Atoms and positions in Å:
1 C -4.259 0.589 3.059  -0.787
2 O -3.580 1.719 2.433  -0.329
3 C -3.246 1.392 1.067  0.056
4 C -2.877 2.675 0.278  0.430
5 C -4.000 3.726 0.315  -1.697
6 N -2.552 2.397 -1.121  -0.553
7 H -3.628 -0.301 3.074  0.176
8 H -5.203 0.305 2.595  0.352
9 H -4.550 0.871 4.071  0.343
10 H -2.494 0.604 1.054  -0.251
11 H -4.119 0.955 0.582  0.303
12 H -2.023 3.150 0.760  -0.001
13 H -3.765 4.643 -0.225  0.506
14 H -4.159 4.061 1.340  0.332
15 H -4.970 3.409 -0.067  0.374
16 H -2.508 3.283 -1.605  0.323
17 H -3.357 1.922 -1.505  0.209
18 C 1.705 -1.605 6.316  -0.919
19 O 1.245 -1.246 5.021  -0.074
20 C 1.229 -2.266 4.080  -1.366
21 C 0.421 -1.975 2.816  1.893
22 C -1.086 -1.760 3.130  -1.132
23 N 0.569 -3.067 1.873  -0.575
24 H 2.737 -1.946 6.228  0.369
25 H 1.083 -2.262 6.924  0.344
26 H 1.678 -0.682 6.895  0.216
27 H 2.225 -2.602 3.789  0.373
28 H 0.799 -3.108 4.621  0.466
29 H 0.841 -1.087 2.344  -0.594
30 H -1.667 -1.563 2.229  -0.209
31 H -1.190 -0.886 3.773  0.476
32 H -1.583 -2.634 3.551  0.293
33 H 0.692 -3.927 2.389  0.319
34 H -0.327 -3.218 1.431  0.302
35 C 1.596 2.071 3.569  -0.287
36 O 0.721 2.944 4.263  -0.464
37 C -0.406 2.224 4.768  0.304
38 C -1.360 3.154 5.597  0.514
39 C -2.535 2.506 6.231  -1.279
40 N -1.776 4.227 4.735  -0.814
41 H 1.137 1.437 2.811  -0.077
42 H 2.042 1.364 4.268  0.315
43 H 2.439 2.606 3.130  0.283
44 H -0.994 1.874 3.919  -0.267
45 H -0.064 1.371 5.354  0.141
46 H -0.724 3.596 6.364  0.382
47 H -2.226 1.876 7.065  0.409
48 H -3.115 1.872 5.560  -0.106
49 H -3.202 3.267 6.635  0.412
50 H -0.927 4.586 4.322  0.427
51 H -2.069 3.777 3.880  0.148
52 C -6.393 -1.829 0.713  -0.659
53 O -5.437 -2.685 0.155  -0.417
54 C -4.056 -2.411 0.415  0.062
55 C -3.083 -3.421 -0.257  0.745
56 C -3.383 -4.908 0.048  -1.638
57 N -1.676 -3.127 0.020  -0.287
58 H -6.275 -1.801 1.797  0.254
59 H -7.395 -2.234 0.574  0.343
60 H -6.365 -0.860 0.214  0.234
61 H -3.786 -1.400 0.108  -0.110
62 H -3.772 -2.443 1.467  0.176
63 H -3.207 -3.234 -1.323  -0.059
64 H -2.621 -5.589 -0.331  0.443
65 H -4.341 -5.209 -0.378  0.407
66 H -3.415 -5.049 1.128  0.327
67 H -1.466 -2.169 -0.221  -0.369
68 H -1.165 -3.725 -0.614  0.301
69 C 1.436 -1.721 -6.667  -1.036
70 O 1.592 -1.629 -5.258  -0.143
71 C 2.360 -2.637 -4.679  -1.266
72 C 2.500 -2.224 -3.174  2.632
73 C 3.350 -0.973 -2.884  -1.293
74 N 2.932 -3.282 -2.289  -0.757
75 H 1.011 -2.704 -6.869  0.402
76 H 2.387 -1.581 -7.181  0.294
77 H 0.788 -0.947 -7.079  0.291
78 H 1.852 -3.589 -4.838  0.515
79 H 3.339 -2.856 -5.104  0.394
80 H 1.480 -1.927 -2.930  -1.453
81 H 3.217 -0.622 -1.861  -0.211
82 H 3.078 -0.162 -3.560  0.393
83 H 4.425 -1.135 -2.971  0.402
84 H 2.216 -3.983 -2.162  0.311
85 H 3.094 -2.879 -1.377  0.375
86 C 1.263 3.925 -0.316  -0.802
87 O 2.400 3.094 -0.410  -0.078
88 C 3.192 3.455 -1.486  -0.877
89 C 4.485 2.598 -1.519  2.157
90 C 5.309 2.610 -0.240  -1.722
91 N 5.444 3.051 -2.554  -0.832
92 H 0.518 3.528 -1.006  0.253
93 H 1.457 4.951 -0.629  0.427
94 H 0.764 3.912 0.654  0.115
95 H 2.553 3.406 -2.368  0.214
96 H 3.538 4.488 -1.507  0.379
97 H 4.179 1.564 -1.678  -0.791
98 H 5.896 3.528 -0.270  0.467
99 H 6.065 1.826 -0.290  0.411
100 H 4.765 2.559 0.703  0.184
101 H 6.289 2.509 -2.665  0.279
102 H 4.993 3.004 -3.456  0.257
103 C -2.136 -2.799 -4.681  -1.519
104 C -1.278 -1.705 -4.033  1.164
105 O -2.078 -0.832 -3.313  -0.622
106 H -2.664 -2.406 -5.550  0.364
107 H -2.765 -3.327 -3.964  0.314
108 H -1.471 -3.544 -5.118  0.369
109 H -0.744 -1.119 -4.781  0.132
110 H -0.569 -2.090 -3.301  -0.437
111 H -1.704 -0.694 -2.439  0.227
112 C 5.326 -1.724 0.354  -1.188
113 C 3.959 -1.540 1.082  0.167
114 O 3.043 -2.242 0.348  -0.491
115 H 6.103 -1.183 0.894  0.406
116 H 5.233 -1.260 -0.628  0.116
117 H 5.571 -2.760 0.121  0.332
118 H 3.705 -0.480 1.105  0.089
119 H 3.932 -1.970 2.083  0.260
120 H 2.265 -2.442 0.874  0.295
121 C 0.005 3.085 -5.314  -1.538
122 C 0.579 1.877 -4.454  1.591
123 O 1.164 1.085 -5.452  -0.545
124 H -0.676 2.745 -6.094  0.405
125 H 0.771 3.706 -5.779  0.324
126 H -0.643 3.724 -4.714  0.376
127 H -0.156 1.340 -3.853  -0.198
128 H 1.326 2.207 -3.733  -0.519
129 H 1.295 0.168 -5.198  0.375
130 C 0.291 0.402 -0.651  0.644
131 O -1.013 0.062 -0.976  1.061
132 H 0.293 0.626 0.416  -0.604
133 H 0.959 -0.443 -0.818  -0.072
134 H 0.585 1.267 -1.246  -0.311
135 H -1.457 0.887 -0.768  -0.621

---

Arrangement Q

This record from OMol25 describes 10 unconnected molecules or ions with the total composition C31H88N6O10. The level of theory is ωB97M-V with the def2-TZVPD basis set.

## Properties
2S+1: 1
SMILES: COC[C@H](C)N.COC[C@H](C)N.COC[C@H](C)N.COC[C@H](C)N.COC[C@H](C)N.COC[C@H](C)N.CCO.CCO.CCO.CO
HOMO level, eV: -8.730
LUMO, eV: 0.5

Last column: Mulliken charge in e.
Atoms and positions in Å:
1 C -8.281 -3.321 5.526  -0.139
2 O -8.066 -3.680 4.148  -0.432
3 C -7.889 -5.094 4.083  -0.024
4 C -8.137 -5.508 2.564  0.189
5 C -9.596 -5.245 2.136  -1.481
6 N -7.799 -6.910 2.320  -0.604
7 H -8.376 -2.238 5.600  0.329
8 H -7.459 -3.727 6.117  0.355
9 H -9.202 -3.741 5.930  -0.311
10 H -6.945 -5.421 4.518  0.519
11 H -8.632 -5.700 4.600  -0.241
12 H -7.486 -4.886 1.950  0.441
13 H -9.758 -5.346 1.063  0.442
14 H -9.966 -4.256 2.405  0.319
15 H -10.323 -5.898 2.619  0.282
16 H -6.853 -7.135 2.593  0.206
17 H -7.804 -7.009 1.314  0.263
18 C -14.848 -2.325 15.835  -0.786
19 O -14.266 -2.087 14.515  -0.373
20 C -13.798 -3.293 13.863  -0.418
21 C -13.486 -3.092 12.369  0.451
22 C -14.709 -2.662 11.604  -1.219
23 N -12.903 -4.298 11.781  0.933
24 H -14.153 -2.751 16.559  0.316
25 H -15.755 -2.928 15.847  0.302
26 H -15.156 -1.381 16.284  0.279
27 H -12.892 -3.632 14.365  0.475
28 H -14.600 -4.011 14.031  0.044
29 H -12.661 -2.386 12.276  0.465
30 H -15.041 -1.668 11.904  0.522
31 H -15.628 -3.226 11.763  0.209
32 H -14.489 -2.618 10.537  -0.011
33 H -13.522 -5.091 11.870  -0.123
34 H -12.775 -4.168 10.788  -0.289
35 C -15.680 -6.704 7.795  0.344
36 O -16.958 -7.300 7.883  -0.519
37 C -17.474 -7.621 6.603  -0.415
38 C -17.970 -6.385 5.828  0.826
39 C -18.669 -5.310 6.607  -1.375
40 N -18.974 -6.859 4.872  -0.818
41 H -15.310 -6.396 8.773  -0.250
42 H -15.639 -5.863 7.102  -0.137
43 H -14.936 -7.425 7.459  0.231
44 H -16.783 -8.118 5.922  0.156
45 H -18.324 -8.253 6.861  0.479
46 H -17.142 -5.999 5.233  -0.201
47 H -19.427 -5.769 7.241  0.378
48 H -19.205 -4.625 5.950  0.520
49 H -17.983 -4.703 7.198  0.071
50 H -19.387 -6.031 4.468  0.298
51 H -19.724 -7.166 5.475  0.319
52 C -16.063 -6.268 12.299  -0.959
53 O -14.834 -6.419 11.588  0.008
54 C -14.579 -7.728 11.035  -0.324
55 C -13.840 -8.676 11.997  0.453
56 C -12.411 -8.279 12.333  -1.188
57 N -13.782 -10.039 11.491  -0.741
58 H -16.887 -6.363 11.591  0.285
59 H -16.108 -5.313 12.822  0.163
60 H -16.203 -6.998 13.095  0.331
61 H -15.486 -8.237 10.708  0.583
62 H -13.925 -7.583 10.175  -0.281
63 H -14.368 -8.587 12.947  0.313
64 H -12.447 -7.304 12.819  0.255
65 H -11.744 -8.218 11.473  0.003
66 H -11.994 -8.945 13.088  0.468
67 H -13.318 -10.039 10.594  0.069
68 H -14.727 -10.311 11.263  0.382
69 C -11.901 -2.520 5.835  -0.814
70 O -12.974 -3.235 6.412  0.366
71 C -14.260 -3.047 5.831  -0.837
72 C -15.013 -1.835 6.363  0.650
73 C -15.233 -1.720 7.859  -1.410
74 N -16.335 -1.814 5.718  -0.627
75 H -11.113 -2.428 6.582  0.210
76 H -12.186 -1.526 5.491  0.385
77 H -11.475 -3.056 4.986  0.141
78 H -14.284 -3.012 4.742  0.397
79 H -14.769 -3.972 6.104  -0.155
80 H -14.468 -0.913 6.161  0.231
81 H -15.698 -2.646 8.199  0.265
82 H -15.841 -0.824 7.982  0.446
83 H -14.223 -1.611 8.254  0.173
84 H -16.875 -1.036 6.071  0.237
85 H -16.298 -1.675 4.718  0.207
86 C -8.057 -7.947 8.629  -0.651
87 O -9.177 -8.543 8.036  -0.359
88 C -9.432 -8.001 6.775  0.314
89 C -8.856 -8.796 5.573  0.522
90 C -7.394 -8.643 5.273  -1.511
91 N -9.540 -8.406 4.333  -0.421
92 H -8.281 -6.945 8.996  0.196
93 H -7.108 -8.060 8.105  0.200
94 H -7.908 -8.485 9.565  0.363
95 H -10.519 -8.063 6.743  -0.651
96 H -9.256 -6.925 6.763  0.214
97 H -9.009 -9.848 5.813  0.430
98 H -7.133 -7.592 5.144  0.092
99 H -7.109 -9.173 4.364  0.432
100 H -6.877 -9.106 6.114  0.530
101 H -9.704 -9.216 3.752  0.274
102 H -8.912 -7.854 3.766  -0.178
103 C -11.307 -6.275 9.208  0.535
104 C -11.991 -5.263 8.351  0.957
105 O -11.945 -4.008 9.025  -0.585
106 H -11.789 -6.439 10.172  -0.316
107 H -10.298 -5.976 9.493  -0.148
108 H -11.322 -7.217 8.658  -0.478
109 H -12.984 -5.545 8.001  -0.464
110 H -11.295 -5.170 7.517  -0.094
111 H -12.238 -3.372 8.368  0.096
112 C -8.009 -4.461 12.590  -1.339
113 C -9.422 -4.657 12.079  0.553
114 O -10.347 -4.056 12.940  -0.665
115 H -7.945 -4.700 13.651  0.352
116 H -7.645 -3.469 12.322  0.328
117 H -7.389 -5.112 11.972  0.347
118 H -9.677 -5.712 11.979  -0.018
119 H -9.604 -4.227 11.094  -0.019
120 H -11.254 -4.135 12.635  0.293
121 C -13.725 -6.002 3.836  -0.880
122 C -12.695 -6.616 4.820  1.927
123 O -12.431 -7.922 4.500  -0.645
124 H -14.695 -6.487 3.727  0.304
125 H -13.220 -5.832 2.885  0.312
126 H -13.999 -5.017 4.216  -0.044
127 H -13.054 -6.494 5.841  -0.853
128 H -11.752 -6.070 4.824  -0.360
129 H -11.473 -7.990 4.500  0.522
130 C -12.496 -9.702 8.083  -0.385
131 O -13.341 -10.832 8.277  -0.605
132 H -13.030 -8.760 7.956  -0.011
133 H -11.713 -9.585 8.833  0.315
134 H -11.934 -9.874 7.166  0.447
135 H -13.715 -11.045 7.419  0.347

---

Stability summary - winner: arrangement P; margin: 30.1 kJ/mol.

---

Arrangement P

This record from OMol25 describes 2 unconnected molecules or ions with the total composition C4H12NOS. The level of theory is ωB97M-V with the def2-TZVPD basis set.

## Properties
2S+1: 1
HOMO level, eV: -2.783
Net charge: -1
LUMO, eV: 3.6

Last column: natural (NBO) charge in e.
Atoms and positions in Å:
1 C -1.047 2.907 0.615  -0.405
2 N -0.017 1.958 0.816  -0.618
3 C 0.186 0.902 -0.200  -0.104
4 C 1.257 -0.060 0.232  -0.499
5 S 0.861 -1.773 -0.412  -0.734
6 C 0.260 1.337 -1.632  -0.633
7 H -0.971 3.539 -0.324  0.138
8 H -2.068 2.541 0.429  0.185
9 H -1.243 3.572 1.385  0.185
10 H 0.873 2.520 0.845  0.328
11 H -0.750 0.315 -0.057  0.202
12 H 2.295 0.370 -0.057  0.159
13 H 1.304 -0.169 1.312  0.204
14 H -0.616 1.993 -1.992  0.188
15 H 0.224 0.467 -2.332  0.249
16 H 1.210 1.885 -1.849  0.182
17 H -1.122 -2.965 0.412  0.507
18 H -1.530 -3.358 1.838  0.453
19 O -1.900 -3.320 0.897  -0.989

---

Arrangement Q

This record from OMol25 describes 2 unconnected molecules or ions with the total composition C4H12NOS. The level of theory is ωB97M-V with the def2-TZVPD basis set.

## Properties
2S+1: 1
HOMO level, eV: -2.322
Net charge: -1
LUMO, eV: 3.4

Last column: natural (NBO) charge in e.
Atoms and positions in Å:
1 C -0.682 -0.153 -0.739  -0.428
2 C 0.735 -0.480 -1.181  -0.531
3 S 1.190 -0.001 -2.878  -0.716
4 C -1.067 -0.815 0.573  -0.211
5 N -0.115 -0.544 1.710  -0.651
6 C -0.835 -0.696 2.984  -0.422
7 H -0.636 0.914 -0.504  0.188
8 H -1.511 -0.198 -1.442  0.212
9 H 0.966 -1.545 -1.003  0.156
10 H 1.419 0.014 -0.502  0.175
11 H -2.045 -0.483 0.930  0.181
12 H -1.082 -1.892 0.463  0.161
13 H 0.619 -1.238 1.664  0.359
14 H -1.506 -1.553 3.012  0.165
15 H -1.260 0.278 3.224  0.208
16 H -0.100 -0.893 3.755  0.185
17 H 0.039 1.323 1.458  0.495
18 H -0.020 2.625 0.742  0.463
19 O -0.298 2.240 1.589  -0.990

---

Arrangement R

This record from OMol25 describes 2 unconnected molecules or ions with the total composition C4H12NOS. The level of theory is ωB97M-V with the def2-TZVPD basis set.

## Properties
2S+1: 1
HOMO level, eV: -2.661
Net charge: -1
LUMO, eV: 3.6

Last column: natural (NBO) charge in e.
Atoms and positions in Å:
1 C 0.959 -0.559 -2.438  -0.446
2 N 1.219 0.852 -1.794  -0.647
3 C 1.003 0.853 -0.228  -0.058
4 C -0.501 0.431 0.046  -0.571
5 S -1.148 0.162 1.693  -0.665
6 C 1.118 2.220 0.570  -0.676
7 H 1.734 -1.292 -1.954  0.169
8 H -0.136 -1.032 -2.547  0.215
9 H 1.400 -0.427 -3.459  0.183
10 H 2.264 0.966 -1.874  0.333
11 H 1.823 0.199 0.152  0.163
12 H -1.054 1.069 -0.684  0.181
13 H -0.480 -0.644 -0.402  0.177
14 H 2.142 2.632 0.931  0.183
15 H 0.609 1.862 1.535  0.269
16 H 0.450 3.105 0.160  0.200
17 H -1.807 -2.623 1.139  0.499
18 H -1.602 -3.048 -0.287  0.456
19 O -1.373 -3.375 0.633  -0.965

---

Stability summary - winner: arrangement Q; margin: 9.5 kJ/mol.